DFT (ωB97M-V/def2-TZVPD) results for one molecule with the formula C5H8S at a distorted geometry.

Structure (ORCA input):
```
! wB97M-V def2-TZVPD RIJCOSX def2/J DEFGRID3
* xyz 0 1
S 0.23186 1.35315 -0.43605
C 1.96241 1.09593 0.07955
C -2.92193 0.08256 -1.27309
C 0.20770 -1.52184 -0.63252
C -0.57099 -0.24047 0.01664
C -1.89100 -0.10354 -0.70929
H -0.71879 -0.18322 1.08023
H 0.25645 -2.44567 -0.09702
H 1.94631 1.40530 1.12246
H 2.66887 1.66939 -0.46137
H 1.24947 -1.23115 -0.80121
H 2.16242 0.05663 -0.08256
H -0.40374 -1.62842 -1.58991
H -3.60269 -0.01058 -2.06638
*
```

Values from the calculation:
- gap between HOMO and LUMO (eV) = 9.61
- SMILES string = C#C[C@@H](C)SC
- E (Ha) = -593.39279

=====

DFT (ωB97M-V/def2-TZVPD) results for a 9-piece molecular cluster, C20H61N3O9 overall at a distorted geometry.

Structure (ORCA input):
```
! wB97M-V def2-TZVPD RIJCOSX def2/J DEFGRID3
* xyz 0 1
O 3.07329 -1.69502 -6.17912
O 1.72948 2.89448 -1.68607
O -3.18400 0.74192 2.27421
O 0.41738 0.76602 -0.42942
O 5.21049 1.52231 -0.29043
O -1.64770 -0.04567 -2.08097
O 2.56522 0.91271 4.59299
O -1.72171 -3.80315 0.07633
O 1.40987 -0.60539 1.98999
N 3.12582 1.36302 -4.15486
N -3.03385 -6.15457 0.93780
N -2.82718 -1.76375 4.98484
C 3.37203 -0.37077 -5.85022
C -2.53934 -0.31538 2.97853
C -0.75550 -2.83968 0.37380
C 4.59889 1.29334 0.99139
C 0.82231 4.46498 -0.06372
C 4.02714 -2.29505 -7.03100
C -2.88527 -3.65522 0.82810
C -2.07553 1.19352 -2.63382
C 1.22279 -0.18497 -4.50946
C -3.76938 -4.90832 0.69566
C 0.85656 2.19553 3.47436
C -2.40600 1.14277 1.16793
C -3.48314 -0.83945 4.05309
C 2.74578 -0.02012 -4.51936
C 0.98619 4.11116 -1.54787
C -4.10292 0.30842 4.85132
C -4.98716 -4.76773 1.59167
C 4.41027 2.64806 1.67845
C -2.99754 0.89746 -3.79338
C 1.79436 2.11064 4.66416
H -5.60937 -3.92031 1.31582
H 1.02592 -1.37630 2.42274
H -3.38016 1.10763 5.02401
H 3.24660 -0.68189 -3.80503
H 5.87873 0.84203 -0.40799
H 3.09336 0.37813 -6.61196
H -3.18484 1.82797 -4.33990
H -2.16939 -1.19687 5.52651
H 5.25140 0.68542 1.61599
H 4.45641 -0.20602 -5.76173
H 0.20725 3.69255 0.39379
H 3.59218 -3.20589 -7.42837
H 0.86657 -1.17357 -4.78796
H 1.24886 1.92180 2.49913
H 1.88960 -0.14146 2.69562
H -0.64422 -2.66067 1.45057
H -2.34118 -1.08813 2.22907
H -5.48836 -5.72875 1.69202
H 0.20345 -3.08260 -0.08152
H 3.60568 0.87625 0.81113
H -3.50500 -2.79817 0.52488
H -1.21234 1.78835 -2.95438
H 0.75565 0.20130 -3.60326
H 3.16722 0.87060 5.34029
H -1.59143 0.07609 3.36296
H 0.30008 5.42342 -0.01506
H 2.76479 1.97075 -4.88644
H 5.36349 3.04281 2.02040
H -4.93939 0.76226 4.31593
H 2.47835 2.96520 4.57907
H 3.86310 3.35140 1.04967
H -2.12512 -6.02011 0.49074
H -4.65082 -4.55701 2.61796
H -4.32158 -1.36288 3.58993
H -1.38694 1.40094 1.46428
H 4.92029 -2.54565 -6.44323
H 3.74256 2.49681 2.53316
H 0.05928 1.48077 3.70590
H -2.77120 -6.16965 1.92749
H 0.87599 0.21810 0.22511
H -1.00311 -1.85454 -0.04920
H 0.86652 0.52737 -5.27066
H 0.39662 3.18287 3.46000
H -2.41927 0.36637 0.39957
H -4.05151 -4.89180 -0.36379
H -2.19272 -2.39866 4.49813
H -1.05431 0.16510 -1.32471
H -2.70590 -3.49099 1.90418
H -2.53283 0.20524 -4.49607
H -2.85400 2.03117 0.72279
H 2.66197 3.14302 -1.68489
H 1.80352 4.55336 0.39943
H 4.36616 -1.61237 -7.81487
H -2.62484 1.76306 -1.87333
H 1.08715 1.41029 -0.72959
H 1.47941 4.90889 -2.10777
H -3.95979 0.49236 -3.48617
H -4.55654 -0.04777 5.77630
H 2.60257 1.56660 -3.31154
H 1.21979 2.19649 5.58716
H -0.01602 4.01720 -1.96727
*
```

Values from the calculation:
- gap between HOMO and LUMO (eV) = 9.30
- SMILES string = COC[C@H](C)N.COC[C@H](C)N.COC[C@H](C)N.CCO.CCO.CCO.CCO.O.O
- E (Ha) = -1639.92895

=====

DFT (ωB97M-V/def2-TZVPD) results for a 2-piece molecular cluster, C6H15NO2S overall at a distorted geometry.

Structure (ORCA input):
```
! wB97M-V def2-TZVPD RIJCOSX def2/J DEFGRID3
* xyz 0 1
S 3.59970 0.03546 0.23763
O 0.22798 0.80640 0.98739
O 2.43705 -0.54582 1.21191
N -0.34787 1.31993 -1.13734
C 0.49094 2.50505 -1.12990
C -1.02799 -1.55438 0.79024
C -1.57358 -0.38182 -0.02950
C -2.95533 0.12329 0.46715
C 3.11072 -0.44525 -1.40322
C -0.44916 0.63202 -0.00533
H -0.07394 -1.72434 0.34924
H -0.46175 0.84400 -2.04597
H -1.80646 -2.31602 0.63713
H 1.77995 0.08440 1.43148
H 2.06663 -0.15436 -1.55890
H -3.83844 -0.51355 0.18115
H 3.67713 0.35678 -2.02498
H -3.11203 1.13294 0.03060
H 1.13617 2.18904 -0.25846
H -0.00584 3.43649 -1.05824
H 1.17236 2.56607 -1.98290
H -0.91785 -1.43146 1.82201
H -1.74062 -0.82805 -0.99169
H -3.01235 0.23328 1.56504
H 3.26219 -1.47758 -1.57814
*
```

Values from the calculation:
- gap between HOMO and LUMO (eV) = 8.84
- SMILES string = CNC(=O)C(C)C.CSO
- E (Ha) = -840.98776

=====

DFT (ωB97M-V/def2-TZVPD) results for one molecule with the formula C4H8N4 at a distorted geometry.

Structure (ORCA input):
```
! wB97M-V def2-TZVPD RIJCOSX def2/J DEFGRID3
* xyz 0 1
N 0.69956 -1.70958 -0.22693
N -2.10355 -1.32224 0.39356
N -0.51125 1.78285 0.16539
N -1.96548 1.51587 0.35600
C -0.23691 0.28763 0.05453
C 0.95317 -0.45369 -0.20313
C 2.27598 0.31190 -0.58792
C -1.47473 -0.19696 0.30953
H -0.35589 2.26246 -0.64130
H 1.60900 -2.25133 -0.11998
H 1.87987 1.00235 -1.47186
H 2.98791 -0.39289 -1.04797
H -2.24200 1.83719 1.39311
H -1.39909 -2.05571 0.36169
H -2.94690 -1.39587 0.95719
H 2.83030 0.77802 0.30809
*
```

Values from the calculation:
- gap between HOMO and LUMO (eV) = 8.53
- SMILES string = [H]/N=C(\C)c1[nH][nH]c1N
- E (Ha) = -376.07504

=====

DFT (ωB97M-V/def2-TZVPD) results for one molecule with the formula C5H8N2 at a distorted geometry.

Structure (ORCA input):
```
! wB97M-V def2-TZVPD RIJCOSX def2/J DEFGRID3
* xyz 0 1
N -0.03160 -0.63733 1.18213
N 2.04235 0.00819 1.53550
C -0.89299 0.80648 -0.63799
C 1.21365 -0.99672 1.55492
C -0.85100 -0.34375 -1.68237
C 1.37651 0.95722 0.73630
C 0.09205 0.58305 0.46752
H -0.93073 -1.01932 1.41469
H -0.57798 0.05984 -2.66521
H -0.81660 1.81998 -1.04643
H -1.83348 -0.80329 -1.76822
H -0.13342 -1.10250 -1.37400
H 1.93063 1.77748 0.29794
H 1.28966 -1.91881 2.13122
H -1.87705 0.80949 -0.14600
*
```

Values from the calculation:
- gap between HOMO and LUMO (eV) = 9.53
- SMILES string = CCc1cnc[nH]1
- E (Ha) = -304.80554

=====

DFT (ωB97M-V/def2-TZVPD) results for an isolated ion of composition C5H7N2O and charge +1 at a distorted geometry.

Structure (ORCA input):
```
! wB97M-V def2-TZVPD RIJCOSX def2/J DEFGRID3
* xyz 1 1
O -0.25996 -0.32737 1.42687
N 1.23715 -1.97940 0.81539
N 1.71207 0.63237 -1.55513
C -1.34219 0.41569 1.15691
C 0.09786 -1.23755 0.62369
C 0.61369 0.92733 -1.14620
C -0.65596 1.24336 -1.07467
C -1.56398 1.12804 0.01178
H -1.14529 1.35545 -2.02343
H 1.56291 -2.55429 0.09381
H -0.42712 -1.39102 -0.28518
H -2.40300 1.84572 -0.03133
H -2.13179 0.58310 1.90684
H 2.00745 -1.69085 1.46514
H 2.69814 1.04943 -1.38450
*
```

Values from the calculation:
- gap between HOMO and LUMO (eV) = 7.57
- SMILES string = N=C=C/C=C\OC=[NH2+]
- E (Ha) = -379.10977

=====

Q: What is the formula in the second record?
A: C20H61N3O9

=====

Q: What is the formula in the third record?
A: C6H15NO2S